--- 1 ---
21
Properties=species:S:1:pos:R:3 method="wB97M-V/def2-TZVPD" charge=0 molar_mass_g_mol=111.2 orbital_gap_ev=5.422 e_homo_ev=-6.82
H -0.8007 -1.0417 -0.6384
H 0.3984 -0.1933 1.4611
C -0.7195 -0.1064 1.4817
H -1.5508 1.1024 -1.7168
H -3.0992 -1.0965 -0.6485
H 0.5852 2.1047 -1.4630
H -2.6661 -1.5658 0.8655
H 3.0340 0.7727 0.7665
H 2.9634 -2.0625 -0.0633
C 0.3552 1.3645 -0.7235
C 2.1869 -1.2906 0.1162
H -1.8171 1.6113 0.0311
H -1.1536 -0.8674 2.2618
H 3.2608 0.4288 -0.9176
H 1.0718 -0.2844 -1.5524
C 1.2514 0.0458 -0.5935
C 2.6378 0.1455 -0.0987
C -1.1246 1.0902 -0.6279
H -0.9107 0.8992 1.8322
N -2.6692 -0.7695 0.1985
C -1.2334 -0.2870 0.0290

--- 2 ---
21
Properties=species:S:1:pos:R:3 method="wB97M-V/def2-TZVPD" charge=0 molar_mass_g_mol=111.2 orbital_gap_ev=9.541 e_homo_ev=-8.80
H -1.7790 0.6734 1.7212
C -2.5314 1.6551 -1.6754
H 2.4491 -1.5857 -0.5827
C 0.5009 -0.1352 0.9883
C -1.9732 1.1401 -0.4452
H -0.4656 -1.9889 0.2785
C 0.3416 -1.3547 -0.0880
H 1.4775 -3.0510 -0.7918
H 0.0926 -0.9740 -1.0801
H -2.7658 0.8380 -2.3611
C 1.6291 -2.1704 -0.1683
H 2.3371 0.5389 0.0393
H 1.2139 -0.0935 2.7971
H 0.8781 1.4620 -0.3643
H 1.9369 -2.5201 0.8161
H 1.6584 1.6733 1.2106
C 1.4103 0.9469 0.4367
H -3.4506 2.2098 -1.4744
C -1.6126 0.9111 0.6990
N 0.4831 -0.5033 2.2154
H -1.8305 2.3285 -2.1711

Most stable one: 2, least stable one: 1.

--- 1 ---
21
Properties=species:S:1:pos:R:3 method="wB97M-V/def2-TZVPD" charge=0 molar_mass_g_mol=111.2 orbital_gap_ev=8.878 smiles="C=C(C)C/C(C)=C/N" e_homo_ev=-7.89
C 0.6800 1.1646 0.3905
N -1.7910 -0.8273 -2.0572
C -1.3660 0.6137 1.5481
H 0.2712 2.1328 0.1124
H 0.3019 -0.8134 3.1485
H 0.5920 -1.5162 1.5509
C 0.7115 -0.6142 2.1582
H 2.2063 -0.6390 -1.2741
C 0.2449 0.2052 -1.0964
C 1.4849 -0.0728 -1.8670
C 0.0146 0.5444 1.5004
C -0.9910 -0.1628 -1.1512
H 1.7806 -0.4242 2.2661
H 1.7660 1.1688 0.4304
H 1.9727 0.8616 -2.1649
H -2.5803 -1.3162 -1.6691
H -1.8371 1.5627 1.3222
H -1.8847 0.1204 2.3630
H -1.2909 -1.3864 -2.7437
H 1.2582 -0.6463 -2.7671
H -1.5437 0.0448 -0.0001

--- 2 ---
21
Properties=species:S:1:pos:R:3 method="wB97M-V/def2-TZVPD" charge=0 molar_mass_g_mol=111.2 orbital_gap_ev=4.713 e_homo_ev=-6.15
H -1.0673 -1.8623 -0.0286
C -2.2286 0.6012 0.2458
C -0.8761 0.1833 0.6697
H 0.1439 2.0991 0.5138
H -0.7836 -2.5181 -2.5202
C 0.1938 1.1108 0.9734
H 0.6852 -0.0702 -1.7823
H 1.5276 -0.3382 1.7457
H -1.0355 -0.0667 -1.8819
H 3.3327 1.0350 2.3097
H -1.3420 -0.2200 1.6102
H 0.3526 -1.6601 -3.3640
H 2.4761 2.5464 1.5367
H -3.1261 0.3037 0.7683
C -0.3350 -1.0679 -0.1390
C 1.4346 0.7231 1.5257
H -2.2947 1.5988 -0.1958
C -0.1836 -0.7133 -1.6115
H 0.6371 -1.3079 0.2812
C 2.5026 1.4956 1.7947
N -0.0136 -1.8722 -2.4515

--- 3 ---
21
Properties=species:S:1:pos:R:3 method="wB97M-V/def2-TZVPD" charge=0 molar_mass_g_mol=111.2 orbital_gap_ev=8.305 e_homo_ev=-7.68
C -0.0245 -0.7035 0.6426
H 0.1279 2.3186 1.9105
H 1.0198 -0.9727 0.7734
C -0.4073 -0.8816 3.1541
H 0.6312 -0.6179 3.2859
H 0.7564 2.3883 0.2505
H -0.1839 1.1406 -2.3002
N 1.3426 -1.6110 -2.6805
H 1.5263 1.3452 1.4437
H -1.3862 0.0099 -2.9009
C -1.0028 -0.7909 1.9724
H 0.0361 0.4005 -3.8999
C 0.4206 -0.8945 -2.2268
H 0.0585 -1.1430 -1.1922
C 0.5679 1.7316 1.1012
C -0.3185 0.2292 -2.8833
H -2.0485 -1.0100 1.8160
H -0.9556 -1.1254 4.0497
H 1.6278 -1.3680 -3.6319
C -0.3884 0.6257 0.7883
H -1.3995 0.9289 0.5275

--- 4 ---
21
Properties=species:S:1:pos:R:3 method="wB97M-V/def2-TZVPD" charge=0 molar_mass_g_mol=111.2 orbital_gap_ev=8.557 smiles="CCC1=CN1.C=CC" e_homo_ev=-7.61
H -1.8124 1.0650 1.5904
C 1.7205 0.6560 0.2053
H -3.1605 1.7835 0.7940
H 3.5031 1.5665 -0.6945
H -2.2319 0.5374 -1.5009
H 1.0117 1.1940 -0.5730
C 1.1783 -0.7249 0.1690
H 0.0016 -2.1081 1.5110
C -2.2662 0.2130 -0.4237
H 1.9370 1.0479 1.2348
C 3.1911 0.4947 -0.4109
H -1.5483 2.2173 0.2210
H 3.2754 -0.2065 -1.2105
C -2.1750 1.3803 0.5691
H -0.1985 -1.4464 -1.2392
N 0.6922 -1.7327 -0.8215
H -2.6409 -1.5091 0.7853
H 3.8766 0.2097 0.3046
C 0.6029 -1.7804 0.6971
C -2.5054 -1.1135 -0.1934
H -2.4513 -1.7438 -1.0141

Most stable one: 1, least stable one: 2.

--- 1 ---
18
Properties=species:S:1:pos:R:3 method="wB97M-V/def2-TZVPD" charge=0 molar_mass_g_mol=108.2 orbital_gap_ev=10.177 smiles=CCS.NCN e_homo_ev=-9.04
S 4.5405 -3.0260 -4.9215
H -2.4588 1.2412 3.8945
C -3.4561 1.6863 3.8865
H 2.5023 -1.5066 -3.6105
H 2.8088 -0.2569 -4.7339
H -3.9105 0.3180 2.4638
H -3.4774 2.5600 3.2519
N -4.3866 0.6929 3.2795
H 3.2179 -3.1543 -4.8044
H -3.9339 1.3314 5.8284
C 4.6084 -1.3909 -4.0983
H -4.4557 -0.1145 3.9084
H -4.6773 2.5938 5.2123
H 3.2663 -0.0797 -3.0293
H 5.1195 -1.5219 -3.1517
N -3.7632 2.1382 5.2323
H 5.2010 -0.7433 -4.7308
C 3.2549 -0.7679 -3.8773

--- 2 ---
18
Properties=species:S:1:pos:R:3 method="wB97M-V/def2-TZVPD" charge=0 molar_mass_g_mol=108.2 orbital_gap_ev=9.636 smiles=CSC.NCN e_homo_ev=-8.77
C -1.3972 1.0946 -1.3327
S -1.8245 0.7099 0.3891
N 1.6508 -1.1641 0.9165
H 2.8921 0.4523 1.2066
H 2.3730 -0.4644 -1.4921
H 3.6783 -0.9762 0.3813
H -2.0293 1.9090 -1.6685
N 2.6849 0.2594 -0.8556
H -3.1790 -1.2402 0.3701
H -1.6302 -1.4106 -0.6437
H 0.8077 -0.6214 0.7917
C 2.7862 -0.3571 0.4889
H -1.5279 0.2349 -1.9853
H -0.3420 1.3473 -1.3980
C -2.1062 -1.0938 0.2758
H 1.6029 -2.0396 0.4172
H 2.0227 1.0281 -0.9054
H -1.6270 -1.7550 0.9958

Most stable one: 1, least stable one: 2.

--- 1 ---
18
Properties=species:S:1:pos:R:3 method="wB97M-V/def2-TZVPD" charge=0 molar_mass_g_mol=108.2 orbital_gap_ev=8.914 e_homo_ev=-9.26
H -0.4274 2.0959 0.0449
H -1.6754 1.1011 2.4845
H -1.9321 1.4056 0.1694
H -1.0076 -2.1454 -1.4554
C -0.0229 -0.0052 1.7308
N -1.2268 1.9542 0.6467
H 0.1562 -0.4574 2.7096
H 0.6827 -2.5105 -3.2936
H 0.2435 -0.9192 -3.8634
S 1.3733 0.0386 0.6517
H 1.0505 -1.6694 0.4166
H -0.2033 2.0270 2.4886
C -0.7898 1.3190 1.8882
C 0.3496 -1.5115 -2.9587
N -0.9510 -1.5278 -2.2607
H -0.7920 -0.6600 1.2876
H -1.0620 -0.5630 -1.9371
H 1.0994 -0.9670 -2.3858

--- 2 ---
18
Properties=species:S:1:pos:R:3 method="wB97M-V/def2-TZVPD" charge=0 molar_mass_g_mol=108.2 orbital_gap_ev=9.629 smiles=CSC.NCN e_homo_ev=-8.56
C -1.6363 -0.0549 -3.9258
H 2.4736 -0.0469 2.8187
H -5.2411 -0.2495 -4.1673
H -0.7144 0.5043 -4.0086
C -4.2456 -0.6433 -4.3533
H 3.3118 1.8447 3.6484
H -4.2863 -1.3745 -5.1542
H -1.3639 -1.0944 -4.1462
N 3.9524 1.0537 3.7057
H -2.0189 -0.1376 -2.9151
H 1.1981 0.2329 4.4438
H -3.9057 -1.1084 -3.4329
N 2.0663 -0.1364 4.8347
H 4.5023 1.1473 4.5564
C 3.0387 -0.1126 3.7430
S -3.0673 0.6834 -4.8501
H 2.3012 0.5119 5.5825
H 3.6351 -1.0195 3.6202

--- 3 ---
18
Properties=species:S:1:pos:R:3 method="wB97M-V/def2-TZVPD" charge=0 molar_mass_g_mol=108.2 orbital_gap_ev=9.325 smiles=CSC.NCN e_homo_ev=-8.44
N 2.0157 -1.1560 0.0813
N 0.4623 -0.1671 1.7383
S -2.3111 0.7775 -0.8762
C -1.0741 2.0479 -0.2896
H -1.5772 3.1161 -0.5838
H 0.3434 0.6407 1.1058
H -2.0474 -1.0658 -2.2189
H 1.2673 0.1500 2.2968
H 1.9328 -0.2694 -0.4209
H -0.9673 -1.1723 -0.8098
H 1.2242 -2.0191 1.8413
C 0.9623 -1.3158 1.0216
H -1.0712 2.0870 0.8768
H -0.3256 1.6099 -0.8777
H -0.5570 -0.0452 -2.3079
H 2.8297 -0.9871 0.6175
H 0.1982 -1.7453 0.4070
C -1.3051 -0.4861 -1.6019

Most stable one: 2, least stable one: 1.

--- 1 ---
13
Properties=species:S:1:pos:R:3 method="wB97M-V/def2-TZVPD" charge=0 molar_mass_g_mol=142.2 orbital_gap_ev=9.536 e_homo_ev=-9.01
P 0.5724 0.0062 0.9938
O 1.2644 1.3360 1.6169
S -0.4370 -0.8150 2.4381
H 0.6317 1.7508 2.0743
H 0.3619 1.3718 -1.4049
H -0.3556 -1.2475 -1.2965
H -1.1819 -0.1383 -2.2093
S 2.2720 -0.9774 0.3207
H -1.0383 1.4092 -0.0520
H 1.3763 -1.9937 0.1308
H -2.0079 -0.8663 -0.8843
C -1.0620 -0.4876 -1.2407
C -0.3960 0.6517 -0.4868

--- 2 ---
13
Properties=species:S:1:pos:R:3 method="wB97M-V/def2-TZVPD" charge=0 molar_mass_g_mol=142.2 orbital_gap_ev=8.915 smiles="CP(S)S.C=O" e_homo_ev=-8.25
P -0.2280 0.1733 0.5902
S 0.7311 0.4884 2.3908
O 1.7077 -0.6022 -1.2854
S -0.5637 2.2207 -0.0357
C 1.6126 -1.1612 -2.3397
H -1.9347 -1.2709 1.3362
C -1.8369 -0.1409 1.2160
H 2.4969 -1.3209 -3.0794
H 0.5537 -1.2709 -2.6444
H -2.6185 0.1569 0.5392
H 2.0380 0.4044 2.4234
H -0.0467 1.8785 -1.2157
H -1.9114 0.4448 2.1046

Most stable one: 1, least stable one: 2.

--- 1 ---
13
Properties=species:S:1:pos:R:3 method="wB97M-V/def2-TZVPD" charge=+1 molar_mass_g_mol=248.0 orbital_gap_ev=6.690 e_homo_ev=-13.34
C -0.3672 0.1070 0.9000
H 0.1372 -0.8751 1.0791
H -1.7683 1.1643 -0.5830
S 0.9682 1.3007 0.8116
H 3.4119 0.7349 0.6731
Br -2.9412 -0.9274 0.1751
C 2.3228 0.4167 0.4645
C -1.2910 0.2648 -0.2993
H -1.2013 0.0602 -2.2475
H -0.1863 -1.0994 -1.4597
H -0.8488 0.4067 1.8903
Br 2.4186 -1.4086 0.0724
N -0.6547 -0.1448 -1.4764

--- 2 ---
13
Properties=species:S:1:pos:R:3 method="wB97M-V/def2-TZVPD" charge=+1 molar_mass_g_mol=248.0 orbital_gap_ev=9.426 e_homo_ev=-13.73
C 0.1461 -0.8535 1.1933
C -0.2014 -0.0038 -0.9773
Br -2.1630 2.1158 -0.9412
N 0.7643 -0.6403 -0.1168
H 0.7357 -0.8179 2.0766
C -0.7600 1.2084 -0.2287
H -1.0408 -0.8000 -1.1345
H 1.5289 0.0544 0.0248
H 0.4662 0.2254 -1.9441
H -0.3285 -1.9212 1.2007
S -1.2042 0.4475 1.3912
Br 0.9400 2.5229 -0.0319
H 1.1167 -1.5377 -0.5121

Most stable one: 2, least stable one: 1.

--- 1 ---
16
Properties=species:S:1:pos:R:3 method="wB97M-V/def2-TZVPD" charge=+1 molar_mass_g_mol=84.1 orbital_gap_ev=11.252 smiles="CC[N+]1=C(C)C1" e_homo_ev=-15.81
C -0.3013 -2.4282 -0.4720
C 0.4182 1.3477 -0.4905
H 1.1700 1.1604 -1.3665
H -1.5093 -0.2505 1.6284
H -0.7240 -2.6669 -1.4179
H -2.5360 -0.0579 0.2032
N -0.3506 0.1650 -0.2542
H 1.1145 2.6340 1.2465
H 0.8003 -2.5891 -0.6906
H 2.3344 2.2721 0.0984
H -0.3577 2.0609 -0.8113
C 1.3870 1.8336 0.6034
C -0.6478 -1.1074 -0.1958
H 1.6237 0.9611 1.1090
C -1.5502 -0.2001 0.5633
H -0.8711 -3.1349 0.2467

--- 2 ---
16
Properties=species:S:1:pos:R:3 method="wB97M-V/def2-TZVPD" charge=+1 molar_mass_g_mol=84.1 orbital_gap_ev=9.702 smiles="C[C@H]1C=C1C[NH3+]" e_homo_ev=-13.62
C 1.7109 -0.4968 0.1534
C -0.7609 1.0533 0.6318
H -2.1760 -0.1640 -0.6467
H 2.2473 0.4157 -0.0434
H 0.8627 -0.5636 -1.8586
C 0.4697 0.1562 0.9121
C -1.8229 0.8510 -0.4378
H 2.3071 -1.2156 0.8716
H -0.6589 2.2115 0.8829
H -1.4684 1.2115 -1.4741
H 1.9264 -1.7711 -1.4896
H 0.4883 -1.7487 -0.7582
N 1.2412 -1.1688 -1.0617
H -1.1083 -0.2706 2.6274
H -2.7245 1.4671 -0.0359
C -0.5335 0.0328 1.7268

--- 3 ---
16
Properties=species:S:1:pos:R:3 method="wB97M-V/def2-TZVPD" charge=+1 molar_mass_g_mol=84.1 orbital_gap_ev=13.341 smiles=CC[N@+]12C[C@H]1C2 e_homo_ev=-16.10
H 1.2690 -0.3963 1.8040
H 1.2752 1.7617 0.9733
H -1.5004 -0.8471 1.0075
H -0.5744 -1.2786 -1.2192
H 1.2596 2.1112 -0.8686
C 1.9482 -0.1105 -0.3514
H -1.8482 0.7994 0.8028
H 2.5013 -0.4923 -1.2677
C 1.2229 -0.7947 0.6978
N 0.5259 0.1570 -0.1642
C -0.7732 -0.1976 -0.8064
H -2.8877 -0.3436 -0.0653
C 1.4339 1.2424 -0.0672
H 1.0643 -1.9086 0.6956
C -1.8210 -0.1890 0.2651
H -1.1269 0.5073 -1.6939

Most stable one: 1, least stable one: 3.

--- 1 ---
12
Properties=species:S:1:pos:R:3 method="wB97M-V/def2-TZVPD" charge=0 molar_mass_g_mol=64.1 orbital_gap_ev=10.550 smiles=CO.CO e_homo_ev=-10.03
H 0.7526 0.6695 0.6724
H -1.2058 -0.6213 1.3109
C 1.7549 2.0632 -0.4661
O -1.6140 -1.4659 0.9251
O 0.6084 1.2949 -0.1878
C -0.9160 -1.9034 -0.2307
H -1.7051 -1.9934 -1.0762
H 2.5404 2.4572 0.2033
H -0.6642 -3.0696 -0.0667
H 1.2699 2.9862 -0.8769
H 2.0493 1.4311 -1.4030
H -0.0259 -1.4511 -0.4817

--- 2 ---
12
Properties=species:S:1:pos:R:3 method="wB97M-V/def2-TZVPD" charge=0 molar_mass_g_mol=64.1 orbital_gap_ev=10.798 smiles=CO.CO e_homo_ev=-10.14
H -0.2635 -0.4189 -3.3177
H 0.6493 1.4278 -1.1684
H -0.1486 0.9745 1.2671
H -0.3451 -0.0929 3.0832
C 0.3667 -0.6875 2.4282
O 0.6615 0.9549 -1.9767
C -0.4700 0.1114 -2.3316
H -1.5006 0.6598 -2.5542
H 0.0182 -1.7350 2.2226
H 1.3478 -0.4890 2.9115
O 0.1708 -0.0018 1.0725
H -0.4866 -0.7033 -1.6364

Most stable one: 2, least stable one: 1.

--- 1 ---
13
Properties=species:S:1:pos:R:3 method="wB97M-V/def2-TZVPD" charge=0 molar_mass_g_mol=93.1 orbital_gap_ev=10.565 smiles="O=CNCO.O" e_homo_ev=-9.94
H 1.0664 1.3699 -1.3569
C -0.5689 -0.3718 -1.5283
H -1.4026 -1.0857 -1.5816
H 0.6718 -1.8323 -2.2940
O 1.7809 1.2236 -1.9974
H 2.5942 -0.6230 -1.5920
O -2.8362 0.9136 6.3382
N 0.5728 -0.8615 -2.0490
C 1.8517 -0.1467 -2.2464
H -2.8399 0.2787 7.0732
H -2.2730 0.6120 5.6103
H 2.0758 -0.2170 -3.3143
O -0.6930 0.7403 -1.0619

--- 2 ---
13
Properties=species:S:1:pos:R:3 method="wB97M-V/def2-TZVPD" charge=0 molar_mass_g_mol=93.1 orbital_gap_ev=10.010 smiles="NCC(=O)O.O" e_homo_ev=-9.51
H -0.0672 0.2322 -1.5569
H -1.4769 -2.8521 -1.2011
O -1.2247 -1.9486 -1.4382
H -1.1449 3.4553 1.4964
C 0.4912 -0.4479 -0.9271
H 1.9216 -0.4400 0.6501
C -0.4588 -1.4800 -0.3988
O -0.6126 -1.8527 0.7229
N 1.4113 0.1513 0.0201
H -0.6689 2.1110 1.7431
O -0.4589 3.0159 2.0223
H 1.0908 1.0121 0.4474
H 1.1981 -0.9563 -1.5801

Most stable one: 2, least stable one: 1.

--- 1 ---
13
Properties=species:S:1:pos:R:3 method="wB97M-V/def2-TZVPD" charge=0 molar_mass_g_mol=93.1 orbital_gap_ev=9.342 e_homo_ev=-9.10
H 0.1535 0.2622 -1.5988
O -1.0753 0.2134 -1.6481
H -0.9897 -0.2036 -0.8287
H 1.2803 1.4408 1.0338
N 1.2413 0.5557 -0.9622
H 1.7223 1.3566 -1.3183
C -0.1014 -0.3236 0.9308
O -1.0610 -0.7487 0.1891
H -0.1670 1.6023 0.1673
H 1.8432 -0.2657 -0.9928
O 0.3132 -0.7702 1.9763
C 0.6616 0.8988 0.3252
H -1.4009 -0.4423 -2.2773

--- 2 ---
13
Properties=species:S:1:pos:R:3 method="wB97M-V/def2-TZVPD" charge=0 molar_mass_g_mol=93.1 orbital_gap_ev=10.265 smiles="CNC(=O)O.O" e_homo_ev=-9.80
H 1.2568 5.2450 -0.1601
H 0.6087 0.6308 0.2145
H -1.9299 -0.5287 -1.1469
H 1.9400 4.1913 -0.9996
C -2.2291 -1.3411 -0.4710
H -2.6922 -0.7916 0.3573
O 1.2474 -1.5448 0.2671
N -0.9495 -1.9290 -0.1131
H -2.9255 -2.1382 -0.7086
C 0.0750 -1.1784 0.3728
H -0.5467 -2.6192 -0.7213
O -0.2104 0.1465 0.3806
O 1.9287 4.5564 -0.1076

--- 3 ---
13
Properties=species:S:1:pos:R:3 method="wB97M-V/def2-TZVPD" charge=0 molar_mass_g_mol=93.1 orbital_gap_ev=10.954 smiles="O=CO.NCO" e_homo_ev=-10.07
H -1.5931 1.5486 0.9103
H -1.5993 -0.8307 -0.7327
H -2.4458 -0.7162 0.6409
H 1.8101 0.1516 0.8023
O 0.8660 -0.9239 -1.1861
N -2.0571 -0.1558 -0.1115
C -1.0703 0.7224 0.4279
O 2.4697 0.0186 0.0922
O -0.1789 0.1007 1.3875
C 1.8970 -0.3170 -1.0610
H -0.1231 -0.8164 1.0924
H -0.4434 1.1661 -0.3411
H 2.4683 0.0521 -1.9210

Most stable one: 3, least stable one: 1.

--- 1 ---
13
Properties=species:S:1:pos:R:3 method="wB97M-V/def2-TZVPD" charge=0 molar_mass_g_mol=93.1 orbital_gap_ev=11.047 smiles=COO[C@@H](N)O e_homo_ev=-10.13
H -1.4713 0.4578 -0.7330
O 1.3512 -0.0403 0.2727
C -0.9789 0.3863 0.2415
H 1.4013 -1.3862 -1.2809
H -0.2767 -1.0076 1.4211
H -1.7735 2.0073 0.8119
H 2.8592 -0.3869 -1.0758
H -1.8714 -1.0911 1.1817
C 1.7668 -0.3833 -1.0454
O 0.3161 0.9869 0.1266
O -1.7305 1.1123 1.1825
N -0.9874 -0.9791 0.6914
H 1.3953 0.3239 -1.7942

--- 2 ---
13
Properties=species:S:1:pos:R:3 method="wB97M-V/def2-TZVPD" charge=0 molar_mass_g_mol=93.1 orbital_gap_ev=9.670 e_homo_ev=-9.48
O 0.9329 -1.3791 -0.1368
N -0.6209 1.0418 -0.2273
H 1.3741 1.0098 1.3469
H -0.6876 1.9541 -0.5207
C -0.5985 0.0475 -1.3355
O -1.2195 -2.0596 -0.0976
H -1.4795 -0.1173 -2.0268
O 1.5557 0.1340 1.8040
H 1.3539 -0.5562 0.7206
H -1.3898 0.9634 0.5360
H 0.2940 0.3592 -1.9876
C -0.3576 -1.2279 -0.4077
H 0.8429 -0.1698 2.3325

Most stable one: 2, least stable one: 1.